The following is a DFT calculation (ωB97M-V with the def2-TZVPD basis set) of C25H30AlN3O9 as an isolated structure.

Results
**Kohn-Sham gap**: 5.69 eV
**Net charge**: 0
**Spin multiplicity**: 1

Element x y z (Å)
O: -1.913 1.253 -2.590
C: -0.466 1.292 -2.294
C: -0.226 2.516 -3.183
H: 0.070 0.345 -2.566
H: -0.268 1.527 -1.238
C: -1.773 2.611 -3.124
H: 0.216 2.297 -4.160
H: 0.335 3.287 -2.651
C: -2.612 2.678 -4.376
H: -2.382 1.826 -5.025
H: -2.436 3.609 -4.925
H: -3.668 2.604 -4.083
C: -2.169 3.646 -2.079
H: -1.570 3.523 -1.161
H: -3.236 3.560 -1.825
H: -1.960 4.644 -2.489
Al: 0.465 0.176 1.696
C: 1.655 2.268 1.654
C: 2.321 0.959 1.576
C: 2.556 0.695 0.161
H: 2.849 0.491 2.412
C: 2.166 1.841 -0.547
C: 1.573 2.781 0.352
H: 1.228 3.784 0.094
H: 1.491 2.830 2.570
H: 3.100 -0.175 -0.220
H: 2.398 2.051 -1.586
C: -2.229 -0.145 2.626
C: -2.285 1.271 2.415
C: -1.809 1.568 1.135
H: -2.712 1.981 3.121
C: -1.321 0.324 0.539
C: -1.615 -0.746 1.496
H: -1.636 -1.795 1.197
H: -2.708 -0.708 3.432
H: -1.822 2.534 0.621
H: -1.381 0.081 -0.513
O: 1.039 -1.182 -3.498
C: 0.251 -0.603 -4.586
C: 0.548 -1.278 -5.935
H: 0.503 0.471 -4.651
H: -0.823 -0.695 -4.327
C: 1.621 -2.342 -5.616
H: 0.878 -0.523 -6.648
H: -0.371 -1.726 -6.328
C: 1.722 -2.340 -4.062
H: 2.580 -2.062 -6.069
H: 1.324 -3.330 -5.989
H: 2.783 -2.357 -3.748
H: 1.220 -3.230 -3.647
O: 0.082 -2.620 8.450
N: 0.439 -3.402 7.542
O: 0.624 -4.623 7.718
C: 0.646 -2.833 6.235
C: 0.430 -1.467 6.034
C: 0.441 -0.961 4.727
C: 0.746 -1.798 3.612
O: 1.001 -1.370 2.401
C: 0.787 -3.178 3.862
C: 0.865 -3.681 5.146
N: 0.580 -4.079 2.717
O: 1.093 -5.208 2.805
O: -0.178 -3.739 1.785
N: -0.001 0.399 4.568
O: 0.206 0.991 3.413
O: -0.555 0.999 5.487
H: 0.268 -0.775 6.853
H: 1.025 -4.742 5.288

---

The following is a DFT calculation (ωB97M-V with the def2-TZVPD basis set) of an isolated ion of composition C5H13N2 and charge +1.

Results
**SMILES**: C[C@@H](N)C/C=C/[NH3+]
**Kohn-Sham gap**: 8.77 eV
**Net charge**: +1
**Spin multiplicity**: 1

Element x y z (Å)
C: 1.207 0.495 -2.198
C: 0.816 0.722 -0.663
N: 1.037 2.092 -0.074
C: -0.631 0.364 -0.644
C: -1.187 -0.151 0.550
C: -0.491 -0.969 1.436
N: -1.237 -1.931 2.298
H: 0.502 0.774 -3.026
H: 2.210 1.035 -2.400
H: 1.281 -0.664 -2.437
H: 1.582 0.080 -0.121
H: 1.938 2.220 0.502
H: 1.102 2.747 -0.815
H: -1.371 1.101 -0.939
H: -0.807 -0.437 -1.436
H: -2.246 0.096 0.902
H: 0.637 -1.135 1.520
H: -2.217 -1.919 2.076
H: -0.897 -2.933 2.223
H: -1.227 -1.584 3.246

---

The following is a DFT calculation (ωB97M-V with the def2-TZVPD basis set) of an isolated ion of composition C5H9N2O2 and charge +1.

Results
**SMILES**: CC1=NOC(=O)[N+]1(C)C
**Kohn-Sham gap**: 11.23 eV
**Net charge**: +1
**Spin multiplicity**: 1

Element x y z (Å)
C: 1.241 1.657 0.194
C: -0.119 1.146 0.277
N: -1.206 1.720 0.491
O: -2.373 0.989 0.445
C: -1.806 -0.528 0.166
O: -2.402 -1.525 0.028
N: -0.329 -0.380 -0.011
C: 0.408 -1.151 1.040
C: -0.014 -0.716 -1.417
H: 1.162 2.659 0.292
H: 1.647 1.471 -0.786
H: 1.832 1.077 0.836
H: 1.464 -0.842 0.854
H: 0.078 -0.832 1.940
H: 0.217 -2.183 0.749
H: 1.130 -0.823 -1.497
H: -0.436 -1.755 -1.683
H: -0.493 0.017 -1.918

---

The following is a DFT calculation (ωB97M-V with the def2-TZVPD basis set) of a 8-piece molecular cluster, C33H56N8O12 overall.

Results
**Kohn-Sham gap**: 3.53 eV
**Net charge**: 0
**Spin multiplicity**: 1

Element x y z (Å)
C: -1.629 2.608 -3.153
C: -0.775 3.903 -3.483
C: -0.777 4.990 -2.344
C: -0.108 4.360 -1.121
C: 1.002 3.337 -1.416
C: 1.667 3.365 -2.812
N: 0.568 3.476 -3.826
O: 0.941 3.195 -5.042
C: 2.524 1.985 -2.840
C: 2.641 4.639 -2.987
C: -1.474 4.567 -4.769
H: -1.271 2.008 -2.401
H: -1.706 2.038 -4.149
H: -2.828 3.042 -2.927
H: -1.910 5.141 -1.932
H: -0.311 5.729 -2.526
H: -0.460 4.053 -0.263
H: 0.354 5.212 -0.806
H: 0.489 2.341 -1.150
H: 1.811 3.468 -0.664
H: 3.324 1.962 -1.931
H: 3.087 1.932 -3.834
H: 1.920 1.087 -3.047
H: 1.994 5.552 -2.749
H: 3.105 4.807 -3.910
H: 3.499 4.551 -2.317
H: -1.298 4.270 -5.878
H: -1.073 5.376 -5.108
H: -2.442 4.666 -4.553
N: -0.412 0.391 1.602
O: -0.465 1.133 0.571
O: 0.731 0.034 2.060
O: -1.387 -0.244 1.970
C: 2.889 -2.231 2.548
C: 4.269 -2.983 2.453
C: 4.492 -4.151 3.452
C: 3.540 -4.405 4.534
C: 2.202 -3.622 4.592
C: 1.941 -2.547 3.504
N: 3.776 -5.488 5.546
O: 4.823 -6.168 5.418
O: 2.871 -5.828 6.412
H: 2.707 -1.537 1.686
H: 4.950 -2.733 1.709
H: 5.381 -4.787 3.201
H: 1.524 -3.705 5.416
H: 0.936 -1.937 3.597
C: -2.923 -1.456 -1.013
C: -2.445 -2.644 -1.809
C: -3.509 -3.748 -2.062
C: -4.878 -3.674 -1.344
C: -5.343 -2.312 -0.808
C: -4.289 -1.259 -0.599
N: -5.820 -4.789 -1.509
O: -5.408 -5.914 -2.003
O: -6.928 -4.746 -0.889
H: -2.042 -0.738 -0.814
H: -1.487 -3.072 -2.275
H: -3.240 -4.501 -2.813
H: -6.442 -1.882 -0.615
H: -4.574 -0.260 -0.050
C: -3.284 3.418 0.466
O: -3.984 3.503 -0.537
N: -2.852 4.378 1.204
C: -2.134 3.980 2.534
C: -3.041 5.819 0.990
H: -2.823 2.455 0.824
H: -2.934 4.273 3.203
H: -1.394 4.672 2.764
H: -1.789 2.957 2.514
H: -3.396 6.034 -0.083
H: -2.244 6.509 1.071
H: -3.791 6.183 1.678
C: -2.791 -5.796 3.697
O: -3.322 -6.811 3.342
N: -2.413 -4.868 2.809
C: -1.774 -3.664 3.268
C: -2.674 -4.911 1.389
H: -2.769 -5.607 4.688
H: -0.924 -3.972 3.752
H: -2.352 -3.025 3.768
H: -1.469 -3.164 2.241
H: -3.201 -3.963 1.075
H: -3.199 -5.842 1.342
H: -1.739 -5.168 0.766
C: 5.356 1.199 -0.175
O: 6.554 1.461 -0.336
N: 4.768 1.940 0.785
C: 3.332 1.646 1.135
C: 5.317 3.125 1.409
H: 4.765 0.241 -0.262
H: 3.745 1.048 2.137
H: 2.817 0.955 0.583
H: 2.571 2.474 1.258
H: 4.929 4.167 0.958
H: 6.500 2.967 1.640
H: 4.769 3.359 2.420
C: 0.933 -3.791 -0.213
O: 1.069 -5.089 -0.143
N: 0.946 -3.131 -1.379
C: 0.838 -1.658 -1.367
C: 0.851 -3.925 -2.656
H: 1.096 -3.149 0.669
H: -0.109 -1.336 -0.975
H: 0.857 -1.700 -2.438
H: 1.645 -1.101 -0.756
H: 0.322 -5.075 -2.478
H: 1.778 -4.368 -2.858
H: 0.340 -3.509 -3.462

---

The following is a DFT calculation (ωB97M-V with the def2-TZVPD basis set) of a 2-piece molecular cluster, C26H45BN5O3 overall.

Results
**Kohn-Sham gap**: 7.58 eV
**Net charge**: +1
**Spin multiplicity**: 1

Element x y z (Å)
C: -2.056 0.013 -0.676
C: -3.381 0.851 -0.588
B: -3.634 1.600 -1.987
O: -4.805 1.453 -2.689
C: -2.431 2.528 -2.498
N: -2.271 3.676 -1.870
C: -1.227 4.417 -2.357
C: -0.984 5.704 -1.770
O: -1.837 6.126 -0.761
C: 0.041 6.518 -2.168
C: 0.913 6.032 -3.207
C: 0.700 4.809 -3.792
C: 1.703 4.393 -4.889
C: 3.152 4.284 -4.283
C: 3.637 2.832 -4.198
N: 3.792 2.114 -5.423
O: 3.882 2.287 -3.139
C: -0.390 3.964 -3.395
N: -0.546 2.769 -4.053
C: -1.577 2.099 -3.594
C: -1.908 0.740 -4.253
C: -1.063 0.439 -5.506
N: -1.772 0.831 -6.740
H: -1.811 -0.382 0.326
H: -1.201 0.632 -0.997
H: -2.217 -0.789 -1.414
H: -3.171 1.660 0.140
H: -4.243 0.244 -0.263
H: -5.446 1.114 -2.046
H: -2.371 6.855 -1.099
H: 0.180 7.502 -1.713
H: 1.744 6.679 -3.503
H: 1.742 5.261 -5.571
H: 1.397 3.485 -5.419
H: 3.864 4.915 -4.847
H: 3.174 4.679 -3.254
H: 3.871 1.128 -5.190
H: 4.620 2.429 -5.921
H: -1.858 -0.055 -3.488
H: -2.956 0.835 -4.597
H: -0.029 0.817 -5.456
H: -0.979 -0.664 -5.570
H: -1.707 1.838 -6.869
H: -1.313 0.394 -7.535
C: -0.589 -3.329 1.055
C: -1.397 -2.966 2.298
C: -0.718 -1.936 3.204
C: 0.625 -2.312 3.812
N: 0.653 -3.463 4.812
C: 1.553 -3.099 5.988
C: 0.700 -2.203 6.863
C: -0.706 -2.786 6.748
C: -0.678 -3.701 5.525
C: 1.121 -4.757 4.164
C: 2.622 -4.906 3.935
C: 3.273 -4.019 2.874
H: 0.351 -3.824 1.306
H: -1.161 -4.013 0.428
H: -0.360 -2.441 0.463
H: -1.642 -3.882 2.843
H: -2.351 -2.543 1.973
H: -1.409 -1.620 3.991
H: -0.548 -1.035 2.607
H: 1.027 -1.436 4.322
H: 1.323 -2.547 3.015
H: 1.796 -4.027 6.507
H: 2.457 -2.619 5.620
H: 0.711 -1.176 6.497
H: 1.056 -2.179 7.891
H: -1.453 -1.999 6.648
H: -0.971 -3.361 7.635
H: -1.517 -3.553 4.857
H: -0.693 -4.739 5.850
H: 0.553 -4.879 3.242
H: 0.825 -5.560 4.839
H: 2.778 -5.943 3.627
H: 3.171 -4.801 4.872
H: 2.710 -4.035 1.938
H: 4.278 -4.381 2.657
H: 3.380 -2.988 3.213

---

The following is a DFT calculation (ωB97M-V with the def2-TZVPD basis set) of C38H29Cl2GaN4O4S3 as an isolated structure.

Results
**Kohn-Sham gap**: 4.91 eV
**Net charge**: 0
**Spin multiplicity**: 1

Element x y z (Å)
Ga: 0.589 -0.657 0.469
C: 6.632 -5.152 0.694
C: 5.767 -3.933 0.853
C: 4.589 -3.981 1.585
C: 3.775 -2.863 1.721
C: 4.162 -1.685 1.107
C: 5.333 -1.606 0.360
C: 6.126 -2.730 0.240
S: 3.195 -0.223 1.230
O: 2.654 0.029 -0.134
O: 3.976 0.829 1.818
N: 1.887 -0.697 1.999
C: 1.044 0.101 2.895
C: 1.210 -0.225 4.381
C: 0.341 0.616 5.282
C: -0.938 0.947 5.119
C: -1.992 0.634 4.071
C: -2.678 1.951 3.716
C: -3.324 2.101 2.531
C: -3.172 1.152 1.489
N: -2.175 0.271 1.593
C: -1.497 0.175 2.710
H: 6.399 -5.903 1.448
H: 7.689 -4.897 0.778
H: 6.483 -5.608 -0.287
H: 4.290 -4.908 2.059
H: 2.842 -2.913 2.266
H: 5.618 -0.680 -0.122
H: 7.041 -2.678 -0.338
H: 2.258 -0.170 4.679
H: 0.831 0.970 6.184
H: -1.363 1.528 5.934
H: -2.701 2.730 4.470
H: -3.907 2.999 2.354
H: -3.697 1.224 0.546
C: -5.691 -3.346 6.325
C: -4.737 -2.325 5.769
C: -3.454 -2.185 6.274
C: -2.578 -1.237 5.756
C: -2.959 -0.392 4.720
C: -4.258 -0.524 4.223
C: -5.121 -1.478 4.731
S: -0.287 -2.122 3.428
O: 0.350 -3.164 2.649
O: 0.863 -1.618 4.485
N: -0.261 -0.559 2.552
C: 1.102 1.583 2.568
C: 1.722 2.465 3.411
C: 1.772 3.849 3.155
C: 1.131 4.356 2.067
C: 0.487 3.484 1.160
C: -0.279 3.973 0.078
C: -0.948 3.104 -0.726
C: -0.747 1.730 -0.527
N: 0.039 1.247 0.411
C: 0.558 2.095 1.363
H: -5.187 -4.018 7.020
H: -6.128 -3.952 5.530
H: -6.515 -2.870 6.861
H: -3.127 -2.826 7.085
H: -1.578 -1.175 6.166
H: -4.588 0.125 3.426
H: -6.119 -1.564 4.314
H: 2.177 2.108 4.323
H: 2.288 4.500 3.847
H: 1.096 5.422 1.879
H: -0.353 5.044 -0.068
H: -1.598 3.429 -1.524
H: -1.224 1.018 -1.183
Cl: 0.705 -0.226 -2.486
C: 0.330 -1.856 -2.968
C: 0.276 -2.093 -4.331
C: -0.009 -3.369 -4.785
C: -0.234 -4.380 -3.868
C: -0.177 -4.112 -2.512
Cl: -0.470 -5.437 -1.430
C: 0.109 -2.835 -2.001
S: 0.167 -2.699 -0.247
H: 0.457 -1.279 -5.017
H: -0.053 -3.572 -5.846
H: -0.456 -5.387 -4.191

---

The following is a DFT calculation (ωB97M-V with the def2-TZVPD basis set) of a 2-piece molecular cluster, H3OS2 overall.

Results
**Kohn-Sham gap**: 6.18 eV
**Net charge**: -1
**Spin multiplicity**: 1

Element x y z (Å)
O: -0.742 0.024 -1.847
H: -0.186 0.427 -1.159
S: -0.624 0.620 2.053
S: 1.051 0.339 0.849
H: -1.154 -0.736 -1.442
H: 1.656 -0.673 1.546

---

The following is a DFT calculation (ωB97M-V with the def2-TZVPD basis set) of a single C3H3F3O molecule.

Results
**SMILES**: FC(F)(F)[C@@H]1CO1
**Kohn-Sham gap**: 12.22 eV
**Net charge**: 0
**Spin multiplicity**: 1

Element x y z (Å)
F: -1.716 1.103 -0.026
C: -0.486 1.012 0.553
F: 0.357 1.898 -0.092
F: -0.517 1.317 1.871
C: 0.116 -0.397 0.436
C: 0.457 -0.955 -0.970
O: -0.579 -1.443 -0.175
H: 0.717 -0.646 1.290
H: 0.269 -0.292 -1.820
H: 1.382 -1.597 -1.068

---

The following is a DFT calculation (ωB97M-V with the def2-TZVPD basis set) of a 5-piece molecular cluster, H10O5 overall.

Results
**SMILES**: O.O.O.O.O
**Kohn-Sham gap**: 10.78 eV
**Net charge**: 0
**Spin multiplicity**: 1

Element x y z (Å)
O: -2.554 -0.935 -0.320
H: -1.836 -1.530 -0.566
H: -2.113 -0.217 0.147
O: 3.124 0.363 -0.005
H: 3.110 0.474 -0.962
H: 2.196 0.260 0.233
O: 0.850 -0.983 -0.200
H: 1.294 -1.057 0.652
H: 1.415 -1.479 -0.803
O: -0.704 -0.010 0.887
H: 0.156 0.231 1.250
H: -0.734 -0.969 0.972
O: -1.146 1.985 -0.127
H: -2.100 2.127 -0.115
H: -0.957 1.740 -1.040

---

| no. | E_tot (eV) | largest force on an atom (eV/Å) |
| --- | --- | --- |
| 1 | -55895.9977 | 3.56 |
| 2 | -8367.0068 | 6.22 |
| 3 | -12395.2164 | 5.26 |
| 4 | -71589.2420 | 15.90 |
| 5 | -41956.9801 | 1.94 |
| 6 | -163952.3059 | 0.52 |
| 7 | -23768.0142 | 0.87 |
| 8 | -13358.2574 | 2.60 |
| 9 | -10397.5904 | 3.21 |